Entry 1:
The following is a DFT calculation (ωB97M-V/def2-TZVPD) of a structure of composition C20H28Cl2N2O2Y.

```
55
Properties=species:S:1:pos:R:3:forces:R:3
Y 0.7432 0.0926 0.6424 0.5 -0.5 0.1
Cl -1.6511 -0.3718 0.0476 -0.9 -0.2 -0.4
N 0.6914 -2.1783 -0.0516 1.2 -1.3 -1.6
N -0.0578 2.3330 0.5898 0.2 1.6 -0.8
C 1.5958 -2.6281 -0.9126 -1.9 1.3 1.8
C 0.2824 3.1811 -0.3586 -0.8 -1.6 1.9
C -0.1813 -3.3541 0.2951 0.5 0.1 0.1
C 0.7774 -4.5034 0.0222 1.1 0.1 -0.4
C -1.3376 -3.5403 -0.6661 -0.4 0.2 -0.5
C -0.7133 -3.3202 1.7231 0.2 -0.4 0.0
H -0.9614 -3.8478 -1.6543 -0.2 0.2 0.2
H -1.9132 -2.6150 -0.7533 0.1 -0.3 -0.1
H -1.9705 -4.3447 -0.2584 0.1 0.2 -0.3
H 0.0849 -3.1305 2.4446 -0.1 0.0 -0.1
H -1.1556 -4.3082 1.9298 0.1 0.3 0.1
H -1.4959 -2.5615 1.8448 0.3 -0.1 -0.1
C -1.1840 2.9334 1.3899 0.3 0.0 -0.3
C -1.2488 4.3481 0.8192 0.6 0.6 -0.7
C -0.8768 2.9214 2.8858 0.1 0.4 0.1
C -2.5380 2.3048 1.1334 -0.4 -0.4 0.1
H -2.8020 2.4081 0.0737 0.0 -0.2 0.2
H -3.2737 2.8549 1.7363 0.0 0.0 -0.1
H -2.5659 1.2450 1.4039 -0.1 0.5 0.0
H 0.0282 3.5094 3.0869 -0.1 -0.2 0.0
H -0.7468 1.9069 3.2918 -0.1 0.2 -0.3
H -1.7232 3.3953 3.4064 0.3 -0.1 0.0
O -0.4040 4.3081 -0.3995 -0.7 0.9 0.7
H -0.8053 5.0931 1.4981 -0.2 -0.1 -0.3
H -2.2459 4.6529 0.4696 0.4 0.0 0.3
O 1.6949 -3.9362 -1.0134 -0.4 -1.7 0.5
H 0.3364 -5.3912 -0.4501 0.1 0.3 0.4
H 1.3926 -4.7541 0.8996 -0.1 0.0 -0.3
C 2.4991 -1.8012 -1.7316 -0.2 -0.1 0.1
C 1.3396 3.0050 -1.3823 0.0 0.0 0.1
C 1.1504 1.7149 -2.1322 -0.9 -0.9 -1.5
H 2.3131 3.0061 -0.8508 -0.3 -0.2 -0.2
H 1.2987 3.8694 -2.0491 0.0 0.0 0.1
C 1.5711 0.5067 -1.5784 2.0 0.8 2.0
C 1.7395 -0.6378 -2.3271 -0.9 0.0 -1.6
H -0.0483 -0.1165 2.6931 -1.4 1.8 -1.9
C 1.0858 -0.7209 -3.5779 0.2 0.3 0.6
C 0.4260 0.4291 -4.0469 0.0 0.0 0.0
C 0.9374 -2.0262 -4.3132 -0.2 0.2 -0.2
C 0.4854 1.6631 -3.3829 0.4 -0.3 0.5
H -0.1737 0.3536 -4.9623 0.3 0.0 0.2
C -0.2647 2.8448 -3.9300 -0.1 -0.1 -0.2
H -0.6711 2.6006 -4.9173 0.0 0.1 0.1
H 0.3592 3.7397 -4.0228 -0.1 -0.1 0.0
H -1.1091 3.0736 -3.2694 0.1 0.2 -0.1
H 1.8858 -2.5636 -4.3985 -0.1 0.0 0.0
H 0.5356 -1.8473 -5.3169 0.1 -0.1 0.1
H 0.2133 -2.6591 -3.7847 0.2 -0.1 -0.1
H 2.9388 -2.4634 -2.4844 0.1 0.2 0.1
H 3.2936 -1.4197 -1.0583 -0.1 0.0 -0.2
Cl 0.5213 -0.7913 3.6664 1.5 -1.4 2.1
```
Positions in Å, forces in eV/Å.

Its energy above the lowest of the compared OMol25 structures with the same formula, charge and spin is 0.0000 eV. The maximum force is 3.0 eV Å⁻¹. The total charge is -1. Its orbital gap is 2.8 eV. The calculation puts the total energy at -54357.4489 eV.

---

Entry 2:
The following is a DFT calculation (ωB97M-V/def2-TZVPD) of a cluster of 14 separate species, C20H28Cl40FN3O3P in total.

```
96
Properties=species:S:1:pos:R:3:forces:R:3
C -0.5087 -0.2083 -3.7671 -0.8 1.0 0.5
C 0.7183 0.2356 -2.8575 -0.6 -0.6 -0.1
C 2.0944 -0.5258 -3.1657 -0.7 -0.9 1.7
Cl 1.8678 -2.0408 -4.1956 0.5 1.2 0.7
N 3.1911 0.3498 -3.6590 -2.3 2.6 -3.0
C 3.6523 1.3241 -2.6126 0.7 0.2 1.6
C 3.3073 2.8305 -2.9441 0.5 0.4 -0.4
P 4.2279 3.8852 -1.6596 -0.7 0.5 3.3
O 3.7861 3.4814 -0.2558 0.9 0.5 -3.4
O 3.7464 5.4887 -1.9698 1.1 -3.0 -0.4
O 5.8845 3.7176 -1.8951 -2.9 0.6 -0.2
C 3.6918 3.2788 -4.4113 1.0 1.1 0.8
N 3.8042 2.0757 -5.2836 -2.3 -1.8 2.3
F 3.5611 2.3696 -6.5897 0.0 0.5 -0.2
C 2.8863 1.0031 -4.8685 2.3 0.6 1.2
N 1.8785 0.7138 -5.7109 -0.1 -1.2 -0.6
H -1.0848 -1.0653 -3.2964 1.0 0.8 -0.8
H -1.2421 0.6663 -3.7584 0.8 -1.1 0.0
H -0.2576 -0.3850 -4.8476 -0.2 -0.2 1.3
H 0.4205 0.0132 -1.7712 0.7 0.4 -1.7
H 0.8403 1.3590 -2.9318 0.1 -1.3 0.1
H 2.4504 -0.9308 -2.1657 -0.1 0.4 -1.5
H 4.7472 1.1570 -2.3504 -1.3 0.3 -0.7
H 3.0897 1.0685 -1.6561 0.7 0.2 -1.2
H 2.2047 3.0663 -2.7821 1.3 -0.6 0.0
H 2.7843 5.4272 -2.1378 0.4 0.3 0.2
H 6.2592 3.2896 -1.0995 -0.3 0.2 -0.1
H 4.6960 3.7976 -4.3811 -1.1 -0.6 -0.3
H 2.9307 4.0173 -4.8083 0.8 -1.0 0.2
H 1.9134 -0.1311 -6.2843 -0.3 0.2 0.6
H 1.0134 1.2620 -5.7607 1.0 0.0 -0.1
C 4.6859 1.2436 2.0915 -0.1 0.1 0.1
Cl 6.0196 2.0576 1.2659 0.3 -0.1 0.2
Cl 3.9709 0.0067 1.0479 -0.1 0.0 0.0
Cl 5.2399 0.5320 3.6105 -0.1 0.1 -0.2
H 3.9208 1.9817 2.3171 0.1 -0.1 -0.1
C 2.5597 -2.5297 4.3472 0.0 -0.2 0.0
Cl 1.3919 -1.4410 3.5862 0.0 0.1 0.0
Cl 2.2225 -2.6918 6.0754 0.0 0.0 -0.1
Cl 2.5356 -4.1095 3.5555 0.1 0.2 0.0
H 3.5525 -2.1035 4.2307 -0.2 0.0 0.0
C 1.5252 -7.9855 4.6579 0.4 0.1 0.3
Cl 1.3984 -6.5535 5.6865 0.2 -0.2 0.0
Cl 2.6271 -7.6850 3.3059 -0.1 0.0 0.0
Cl 2.0627 -9.3820 5.5982 -0.1 0.1 -0.1
H 0.5463 -8.2055 4.2535 0.2 0.0 0.0
C -1.7106 1.3120 4.5642 0.0 0.1 0.2
Cl -3.0788 2.4109 4.7796 0.1 -0.1 0.0
Cl -1.2079 1.2724 2.8678 0.0 -0.1 0.0
Cl -0.3603 1.7886 5.6001 -0.1 -0.1 -0.1
H -2.0256 0.3124 4.8507 0.1 0.1 -0.1
C -2.8749 1.7208 -0.4208 -0.1 0.2 -0.1
Cl -1.9895 3.2487 -0.5222 0.0 -0.1 0.1
Cl -4.0884 1.6185 -1.7012 0.1 0.0 0.1
Cl -1.7585 0.3500 -0.5115 -0.2 0.0 0.2
H -3.3845 1.6833 0.5386 0.1 0.0 -0.1
C -2.6570 -5.9275 4.9486 0.2 0.1 0.0
Cl -1.7427 -4.4158 4.8559 -0.1 -0.1 0.0
Cl -3.8959 -5.9838 3.6859 0.0 0.0 0.1
Cl -1.5738 -7.3183 4.8189 -0.9 0.3 0.1
H -3.1525 -5.9693 5.9146 0.1 0.0 -0.2
C -0.2957 6.2503 1.8897 -0.3 0.0 0.0
Cl -1.6203 7.1276 1.1161 0.1 -0.2 0.1
Cl -0.9212 4.9805 2.9478 0.1 0.1 -0.1
Cl 0.7920 5.5620 0.6726 0.1 0.0 0.1
H 0.2713 6.9516 2.4957 0.0 -0.1 -0.1
C -6.8257 3.9709 -3.3574 -0.1 0.1 0.1
Cl -7.9901 5.0472 -4.1382 0.1 -0.1 0.0
Cl -7.1785 3.8188 -1.6323 0.2 0.2 -0.1
Cl -6.8301 2.3807 -4.1356 0.1 0.0 0.0
H -5.8347 4.4021 -3.4671 -0.1 -0.1 0.0
C -10.1549 1.6037 0.3905 -0.1 0.1 -0.1
Cl -11.5269 2.6972 0.6052 0.1 -0.1 0.0
Cl -9.6481 1.5655 -1.3027 -0.2 -0.2 0.1
Cl -8.8071 2.0846 1.4318 0.0 -0.1 0.0
H -10.4673 0.6035 0.6765 0.1 0.2 0.0
C -1.3142 -11.6625 4.5789 0.2 -0.1 0.2
Cl 0.1008 -12.7086 4.4146 -0.2 0.1 0.0
Cl -1.6301 -11.3045 6.2810 0.0 0.0 -0.2
Cl -1.0928 -10.1656 3.6608 -0.1 -0.3 -0.2
H -2.1754 -12.1861 4.1738 0.1 0.1 0.0
C -0.6488 10.9953 -0.5351 -0.1 0.1 0.1
Cl -1.3756 12.5440 -0.0930 0.1 -0.1 -0.1
Cl -0.0059 10.1782 0.8958 0.1 0.2 -0.1
Cl -1.8283 9.9677 -1.3617 0.1 0.0 0.0
H 0.1744 11.1867 -1.2175 -0.1 0.0 0.1
C -2.4934 -4.9235 0.3739 0.0 -0.1 -0.1
Cl -1.6150 -3.3911 0.2689 0.0 0.0 0.1
Cl -3.7102 -5.0322 -0.9046 0.1 0.0 0.1
Cl -1.3739 -6.2888 0.2864 -0.1 0.1 0.1
H -3.0012 -4.9597 1.3335 0.1 0.0 -0.1
C 4.2371 -4.2491 -2.1164 0.1 -0.3 -0.1
Cl 4.1348 -2.8082 -1.0914 0.0 0.0 0.0
Cl 5.3246 -3.9632 -3.4811 -0.1 0.0 0.1
Cl 4.7726 -5.6428 -1.1739 -0.1 0.2 -0.1
H 3.2458 -4.4606 -2.5077 0.1 0.1 0.1
```
Positions in Å, forces in eV/Å.

Its energy above the lowest of the compared OMol25 structures with the same formula, charge and spin is 0.0000 eV. The maximum force is 4.6 eV Å⁻¹. The total charge is +1. Its orbital gap is 7.3 eV. The calculation puts the total energy at -544701.4786 eV.

---

Entry 3:
The following is a DFT calculation (ωB97M-V/def2-TZVPD) of a structure of composition C20H28F3O5SY.

```
58
Properties=species:S:1:pos:R:3:forces:R:3
O -0.2617 1.6043 -3.8520 0.6 0.6 0.8
C 0.6008 2.3534 -4.7046 1.4 -0.2 -1.2
C -0.4001 3.5374 -4.9663 0.1 -1.7 1.5
H 0.8195 1.5660 -5.5025 -0.4 1.7 -0.1
H 1.6637 2.7076 -4.4533 -1.5 -0.7 0.9
C -1.4104 2.4564 -4.0608 0.3 -0.1 -0.2
H -0.3344 3.7982 -6.0536 -1.3 -0.2 0.9
H -0.2464 4.4594 -4.3298 0.2 -1.2 -0.7
C -2.4746 1.6732 -4.8649 -1.2 1.3 0.0
H -2.1684 1.2063 -5.8242 0.4 0.2 0.8
H -3.1515 2.4920 -5.1980 -0.1 -0.7 0.2
H -3.0893 0.9355 -4.2753 0.8 0.8 -0.4
C -1.8438 2.9381 -2.6033 0.3 1.8 -0.3
H -0.9426 3.3658 -2.1361 0.1 -0.3 -0.4
H -2.1353 2.1665 -1.8429 -0.2 0.5 -1.4
H -2.5073 3.8705 -2.5493 0.3 -1.6 -0.5
Y 0.3613 -1.3511 -1.7076 2.3 3.1 0.3
C 1.4286 0.4663 0.2388 0.3 -0.2 -0.3
C 2.5126 -0.4145 0.0106 0.3 0.5 0.2
C 3.0695 -0.1274 -1.2590 0.0 -0.1 -0.1
H 2.9345 -1.0876 0.7559 -0.3 0.2 -0.6
C 2.3209 0.9380 -1.8280 -0.4 0.0 0.0
C 1.3100 1.2993 -0.8984 -0.3 0.0 -0.4
H 0.5864 2.1097 -1.0159 0.3 -0.4 0.0
H 0.8380 0.5385 1.1516 0.3 0.0 -0.3
H 3.9966 -0.5470 -1.6672 -0.5 0.1 0.2
H 2.5611 1.4998 -2.7310 -0.1 -0.4 0.2
C -1.1421 -1.0920 0.2856 -0.4 -0.7 0.1
C -1.5384 0.0122 -0.5038 -0.7 -0.3 -0.3
C -2.1370 -0.4910 -1.6946 0.3 -0.4 0.8
H -1.4373 1.0690 -0.2496 0.0 -0.6 0.0
C -2.0311 -1.9069 -1.6841 -0.9 -0.4 0.9
C -1.4383 -2.2938 -0.4298 -1.3 0.8 -0.1
H -1.2809 -3.2980 -0.0770 0.1 -0.1 0.0
H -0.6976 -1.0483 1.2814 -0.1 0.0 -0.6
H -2.7367 0.0756 -2.3835 0.4 0.1 -0.4
H -2.4642 -2.5727 -2.4358 0.3 0.2 0.3
O -0.0644 -1.9123 -4.3085 -0.1 -0.5 -0.5
C -0.1529 -1.2982 -5.6597 1.4 1.6 0.6
C 0.7322 -2.1510 -6.6156 -1.2 0.5 -0.4
H 0.4130 -0.3475 -5.6430 -0.3 -0.2 0.7
H -1.1771 -0.8957 -5.9218 0.8 -1.6 0.4
C 1.5234 -3.0764 -5.6672 0.4 0.3 0.0
H 1.3995 -1.4769 -7.1998 -0.4 -0.4 0.6
H 0.0717 -2.6078 -7.3820 0.7 -0.5 0.6
C 1.2222 -2.6581 -4.2280 -1.4 1.2 0.0
H 2.5803 -2.9444 -5.7935 0.6 0.0 -0.4
H 1.3218 -4.1270 -5.8415 -0.2 -0.1 0.2
H 1.8482 -1.8949 -3.7187 0.9 -0.5 -1.0
H 1.1829 -3.5156 -3.5358 -0.6 0.2 -0.3
F 1.7928 -4.2258 3.0155 0.4 0.7 -0.7
C 1.9555 -3.2846 2.0726 -0.1 0.7 -0.3
F 1.0556 -2.2880 2.3149 0.8 -0.8 -0.1
F 3.2040 -2.7434 2.1293 -1.2 -0.8 0.4
S 1.6653 -4.0185 0.3567 0.8 0.2 -1.3
O 2.9087 -4.6896 0.0150 -1.4 0.6 0.6
O 0.4401 -4.7642 0.4881 0.5 0.1 0.1
O 1.4754 -2.8011 -0.5494 0.2 -2.1 1.0
```
Positions in Å, forces in eV/Å.

Its energy above the lowest of the compared OMol25 structures with the same formula, charge and spin is 1.5716 eV. The maximum force is 3.9 eV Å⁻¹. The total charge is 0. Its orbital gap is 7.7 eV. The calculation puts the total energy at -51460.1894 eV.

---

Entry 4:
The following is a DFT calculation (ωB97M-V/def2-TZVPD) of an isolated molecule of C20H28FN3O2.

```
54
Properties=species:S:1:pos:R:3:forces:R:3
O 0.4739 1.1672 2.4757 0.3 0.1 0.4
C -0.0852 1.0670 1.4009 0.1 0.1 -0.5
N -1.3968 0.8433 1.2388 -0.6 0.0 -0.1
H -1.7455 0.7222 0.2924 0.2 0.0 0.0
C -2.3314 0.6826 2.3317 0.0 -0.1 0.5
C -3.2178 1.9302 2.4741 0.2 0.0 -0.2
C -3.9769 2.3141 1.2025 -0.2 0.0 0.2
H -3.3587 2.0875 0.3342 0.0 0.1 -0.1
C -5.3460 1.6476 1.0459 0.0 0.0 0.0
H -6.0825 2.1902 1.6440 0.0 0.1 -0.1
C -5.4033 0.1723 1.4502 0.0 0.1 -0.2
C -4.1653 -0.6420 1.0709 -0.1 -0.1 0.3
H -3.7507 -0.2860 0.1277 0.0 -0.1 -0.2
C -3.1005 -0.6320 2.1682 0.1 0.1 -0.1
H -3.5762 -0.8760 3.1211 0.0 0.0 0.0
H -2.3675 -1.4167 1.9614 0.0 0.0 0.1
H -4.4670 -1.6816 0.9186 0.1 0.0 -0.1
H -6.2848 -0.2682 0.9781 0.0 0.0 0.1
H -5.5516 0.0941 2.5294 -0.1 0.0 0.0
H -5.6464 1.7443 -0.0001 -0.1 0.0 0.0
H -4.1334 3.3956 1.2004 0.1 0.0 -0.1
H -3.9151 1.7813 3.2992 0.0 0.0 0.1
H -2.5557 2.7551 2.7471 0.0 0.0 0.1
H -1.7141 0.6083 3.2364 -0.1 0.0 -0.2
C 0.6562 1.1602 0.0682 0.0 -0.1 0.3
H 1.6976 1.4175 0.2525 -0.1 -0.1 0.1
H 0.2133 1.9636 -0.5230 0.0 0.0 0.0
C 0.5851 -0.1741 -0.7130 0.0 0.1 0.2
N 1.9143 -0.5564 -1.1591 -0.1 -0.1 -0.2
C 1.8856 -1.4215 -2.3162 0.0 0.1 -0.3
C 1.2837 -0.6331 -3.4702 0.5 -0.2 0.1
N -0.0457 -0.2236 -3.0891 -0.1 0.0 -0.4
C -0.4388 -0.0082 -1.8281 0.0 -0.2 -0.1
O -1.5898 0.3174 -1.5720 -0.3 0.2 0.2
H -0.7329 -0.0514 -3.8094 0.0 0.0 0.2
H 1.2255 -1.2459 -4.3726 0.0 0.0 0.1
H 1.9110 0.2432 -3.6724 0.0 -0.2 0.0
H 2.9090 -1.7138 -2.5596 -0.1 0.0 0.0
H 1.2903 -2.3377 -2.1416 0.1 0.0 0.0
C 2.7084 -1.1137 -0.0730 0.0 0.2 0.0
C 4.1675 -1.1041 -0.4326 0.0 0.1 0.1
C 4.8170 0.0930 -0.7152 0.1 -0.1 0.0
C 6.1536 0.1457 -1.0620 -0.2 0.1 0.0
C 6.8778 -1.0319 -1.1298 0.0 -0.1 0.0
C 6.2592 -2.2382 -0.8516 0.1 -0.1 0.0
C 4.9176 -2.2695 -0.5103 0.0 0.1 0.0
H 4.4405 -3.2144 -0.2937 -0.1 -0.1 0.0
H 6.8212 -3.1583 -0.9011 0.1 -0.1 0.0
H 7.9228 -1.0044 -1.3973 0.1 0.0 0.0
H 6.6097 1.1011 -1.2684 0.0 0.1 0.0
F 4.1289 1.2500 -0.6449 0.1 -0.1 0.1
H 2.5552 -0.4933 0.8134 -0.1 -0.1 0.0
H 2.3922 -2.1428 0.1721 0.0 0.1 0.0
H 0.1627 -0.9559 -0.0488 0.0 0.1 -0.1
```
Positions in Å, forces in eV/Å.

Its energy above the lowest of the compared OMol25 structures with the same formula, charge and spin is 0.2202 eV. The maximum force is 0.6 eV Å⁻¹. The total charge is 0. Its orbital gap is 9.7 eV. As for the structure (SMILES): O=C(C[C@H]1C(=O)NCCN1Cc1ccccc1F)NC1CCCCCC1. The calculation puts the total energy at -32478.7838 eV.

---

orbital gap of number 4 (C20H28FN3O2)? 9.7 eV